1.
One molecule with the formula C5H9O2P. Source: the OMol25 dataset; level of theory: ωB97M-V/def2-TZVPD.

XYZ file:
```
17
Properties=species:S:1:pos:R:3:lowdin_charge:R:1
C -1.10354 1.13227 -1.62955 -0.070
C 0.04900 1.15322 -0.67593 -0.625
O 0.82935 2.05483 -0.77632 -0.003
P -0.03329 0.48151 1.10116 1.054
C 1.80753 0.84165 1.43981 -0.270
C -0.00680 -1.33924 0.91036 -0.654
C -1.03621 -1.96685 -0.02643 -0.054
O 0.70572 -1.99119 1.58725 0.035
H -1.13532 0.24121 -2.29674 0.080
H -0.88067 1.88848 -2.43911 0.105
H -1.87827 1.14875 -0.83378 0.083
H 2.40186 0.97392 0.56696 0.007
H 2.22254 -0.04539 2.03143 0.052
H 1.88525 1.84587 2.04147 0.070
H -1.88981 -1.39490 -0.25163 0.048
H -1.39685 -2.93506 0.20313 0.071
H -0.54048 -2.08909 -0.95209 0.071
```

Properties
- net charge = 0
- frontier orbital gap (eV) = 9.816
- SMILES = CC(=O)P(C)C(C)=O
- energy above the lowest of the compared OMol25 structures with the same formula, charge and spin (kcal/mol) = 45.09

---

2.
A 2-piece molecular cluster, C5H9O3 overall. Source: the OMol25 dataset; level of theory: ωB97M-V/def2-TZVPD.

XYZ file:
```
17
Properties=species:S:1:pos:R:3:lowdin_charge:R:1
O -0.06744 0.54278 1.08630 -0.086
C -0.90680 1.41155 0.76100 -0.766
O -1.10812 1.90606 -0.37852 -0.110
C -1.82929 1.94989 1.90107 -0.054
H -2.27555 2.87508 1.53638 0.046
H -2.65140 1.25075 2.05328 0.052
H -1.21357 2.09166 2.78720 0.050
C 2.07305 -1.51690 0.06489 -0.133
C 1.13585 -1.64304 -1.09626 -0.179
C 0.23860 -0.74420 -1.49877 -0.213
O -0.61080 -1.06385 -2.53549 -0.032
H 3.08143 -1.77763 -0.28734 0.053
H 2.01201 -0.52066 0.49734 0.054
H 1.84709 -2.26206 0.83847 0.062
H 1.15015 -2.51291 -1.75775 0.089
H 0.22195 0.28793 -1.18083 0.084
H -1.09716 -0.27446 -2.79097 0.084
```

Properties
- net charge = -1
- frontier orbital gap (eV) = 8.068
- energy above the lowest of the compared OMol25 structures with the same formula, charge and spin (kcal/mol) = 22.56

---

3.
One molecule with the formula C5H9P. Source: the OMol25 dataset; level of theory: ωB97M-V/def2-TZVPD.

XYZ file:
```
15
Properties=species:S:1:pos:R:3:lowdin_charge:R:1
C -0.13600 -1.20383 -0.01149 -0.213
C -0.79405 -0.08300 -0.00773 -0.142
C 1.35652 -1.30254 -0.16193 -0.432
C 0.83929 1.43327 -0.24552 -0.312
C -2.14224 0.47646 0.04082 -0.108
P 2.21637 0.34626 0.10145 0.796
H -0.62971 -2.16407 0.06775 0.106
H 1.77947 -2.03074 0.53883 0.064
H 1.59771 -1.65391 -1.17248 0.063
H 0.71487 1.73670 -1.27474 0.007
H 0.62272 2.19976 0.48300 0.009
H -2.90213 -0.30695 0.09109 0.078
H -2.33203 1.07395 -0.85087 0.078
H -2.25671 1.12453 0.90880 0.077
H 2.06590 0.35410 1.49304 -0.072
```

Properties
- net charge = 0
- frontier orbital gap (eV) = 9.064
- energy above the lowest of the compared OMol25 structures with the same formula, charge and spin (kcal/mol) = 37.16

---

4.
One molecule with the formula C5H9P. Source: the OMol25 dataset; level of theory: ωB97M-V/def2-TZVPD.

XYZ file:
```
15
Properties=species:S:1:pos:R:3:lowdin_charge:R:1
H -4.35914 1.14514 0.02382 -0.143
P -3.75700 -0.21436 -0.02350 0.762
C -2.11446 0.34291 -0.04101 -0.542
C -1.08339 -0.60669 -0.07583 -0.233
C 0.25679 -0.29217 0.12065 -0.340
C 1.31555 -1.34599 -0.10528 -0.078
C 0.88932 1.01836 0.14159 -0.111
H -1.91907 1.45798 -0.04937 0.066
H -1.37820 -1.60012 -0.21065 0.063
H 0.74990 -2.32036 -0.37396 0.107
H 1.94699 -1.56616 0.77216 0.083
H 1.95996 -0.92974 -0.87302 0.073
H 0.60207 2.04226 0.60227 0.110
H 1.92653 0.90773 0.65909 0.103
H 1.34482 1.22925 -0.82708 0.080
```

Properties
- net charge = 0
- frontier orbital gap (eV) = 7.688
- SMILES = [H]/P=C/C=C(C)C
- energy above the lowest of the compared OMol25 structures with the same formula, charge and spin (kcal/mol) = 27.01

---

5.
One molecule with the formula C5H9P. Source: the OMol25 dataset; level of theory: ωB97M-V/def2-TZVPD.

XYZ file:
```
15
Properties=species:S:1:pos:R:3:lowdin_charge:R:1
C 0.62657 1.57504 1.35217 -0.276
C 0.85664 1.94174 0.16341 0.052
C 0.15096 0.18205 1.68127 -0.298
C -0.40112 -0.63493 0.47305 -0.481
C -0.48972 -1.19009 -2.30096 -0.443
P 0.79588 -0.97275 -0.98907 0.874
H 0.84141 2.28354 2.15674 0.101
H 1.33388 2.73087 -0.48561 0.058
H 0.94957 -0.51430 2.15284 0.126
H -0.60835 0.28123 2.48985 0.103
H -0.51233 -1.63758 1.01984 0.081
H -1.34976 -0.35992 0.18015 0.027
H -1.35254 -1.83052 -2.13369 0.018
H 0.12452 -1.63348 -3.14177 0.017
H -0.96559 -0.22090 -2.61822 0.039
```

Properties
- net charge = 0
- frontier orbital gap (spin up / spin down) (eV) = 8.055 / 7.898
- energy above the lowest of the compared OMol25 structures with the same formula, charge and spin (kcal/mol) = 75.26

---

6.
A 2-piece molecular cluster, C5H9P overall. Source: the OMol25 dataset; level of theory: ωB97M-V/def2-TZVPD.

XYZ file:
```
15
Properties=species:S:1:pos:R:3:lowdin_charge:R:1
C 0.92053 -1.23206 0.28713 -0.052
C 1.91583 -0.16422 0.22776 -0.200
C 0.54898 0.11606 0.76616 -0.382
C -1.83888 0.95089 0.40579 -0.096
C -0.40327 0.83091 -0.12907 -0.248
P -0.20209 -2.28794 -1.95178 0.636
H 2.73730 0.01851 0.95703 0.117
H 2.33197 0.16996 -0.66928 0.080
H 0.56367 0.11597 1.88449 0.155
H -1.88421 0.84804 1.49125 0.065
H -2.43104 0.11931 0.16457 0.042
H -2.46185 1.86313 0.21486 0.085
H -0.08113 1.86407 -0.39516 0.125
H -0.31964 0.12324 -0.93892 0.000
H 0.60382 -3.33588 -2.31483 -0.327
```

Properties
- net charge = 0
- frontier orbital gap (spin up / spin down) (eV) = 6.461 / 7.640
- energy above the lowest of the compared OMol25 structures with the same formula, charge and spin (kcal/mol) = 146.77

---

7.
One molecule with the formula C5HClFN. Source: the OMol25 dataset; level of theory: ωB97M-V/def2-TZVPD.

XYZ file:
```
9
Properties=species:S:1:pos:R:3:lowdin_charge:R:1
C -2.94621 -0.96574 0.08118 0.167
C -1.84792 -0.54487 -0.04212 -0.069
C -0.56944 0.09978 -0.06991 -0.279
C -0.60126 1.50998 -0.04420 -0.206
N -0.79040 2.64923 0.01136 0.188
C 0.57323 -0.52810 -0.05568 -0.703
F 0.61799 -1.85794 -0.03163 0.055
Cl 2.13214 0.12069 0.04743 0.816
H -3.92604 -1.30119 0.18319 0.030
```

Properties
- net charge = 0
- frontier orbital gap (eV) = 9.873
- SMILES = C#C/C(C#N)=C(\F)Cl
- energy above the lowest of the compared OMol25 structures with the same formula, charge and spin (kcal/mol) = 3.05

---

8.
C5NdO5 as an isolated structure. Source: the OMol25 dataset; level of theory: ωB97M-V/def2-TZVPD.

XYZ file:
```
11
Properties=species:S:1:pos:R:3:mulliken_spin:R:1
Nd 1.59763 -0.12313 0.89706 3.015
O -2.72502 -1.23621 -2.78215 0.000
C -1.91219 -1.08330 -1.99812 -0.001
C -0.37173 0.98041 2.05714 -0.006
O -1.34690 1.55313 2.31491 0.002
C 3.15601 0.93015 -0.75387 -0.009
O 3.94996 1.42451 -1.44538 0.003
C -0.02566 0.95161 -0.45488 0.001
O -0.96810 1.62046 -0.63001 0.000
O -1.08466 -2.89407 1.54585 0.001
C -0.26933 -2.12355 1.24944 -0.007
```

Properties
- net charge = +3
- frontier orbital gap (spin up / spin down) (eV) = 6.507 / 6.845
- 2S+1 = 4

---

Q: Among the records above, which one has the lowest net charge?
A: C5H9O3

---

Q: What is the formula in the sixth record?
A: C5H9P

---

Q: What is the formula in the sixth record?
A: C5H9P